# 1
Density functional theory data (ωB97M-V with the def2-TZVPD basis set) for a single C22H31N3O2 molecule.

```
! RIJCOSX wB97M-V def2-TZVPD def2/J DEFGRID3
* xyz 0 1
C 0.055 0.799 8.544
C -0.337 0.114 7.240
C 0.818 0.106 6.242
C 0.512 -0.653 4.950
C -0.513 0.056 4.067
C -0.859 -0.715 2.792
C 0.309 -0.969 1.832
C -0.182 -1.771 0.624
C 0.968 -2.089 -0.326
C 1.633 -0.802 -0.831
C 0.708 -0.024 -1.753
O 0.281 1.086 -1.553
N 0.341 -0.761 -2.862
N -0.241 -0.130 -3.964
C -1.537 0.321 -3.938
C -2.331 0.087 -2.702
N -2.075 0.920 -4.935
C -1.346 1.131 -6.072
C -1.930 1.821 -7.141
C -1.215 2.034 -8.296
C 0.094 1.567 -8.423
C 0.687 0.886 -7.385
C -0.025 0.663 -6.204
C 0.585 -0.038 -5.092
O 1.692 -0.544 -5.054
C 2.082 0.056 0.354
C 0.947 0.328 1.338
H 0.894 0.286 9.008
H -0.778 0.798 9.244
H 0.345 1.831 8.359
H -0.640 -0.915 7.448
H -1.195 0.633 6.811
H 1.090 1.136 5.997
H 1.685 -0.357 6.721
H 1.445 -0.767 4.395
H 0.147 -1.653 5.197
H -0.142 1.050 3.811
H -1.438 0.191 4.631
H -1.632 -0.160 2.255
H -1.286 -1.681 3.076
H 1.070 -1.565 2.346
H -0.944 -1.192 0.096
H -0.643 -2.703 0.960
H 0.604 -2.687 -1.164
H 1.718 -2.679 0.204
H 2.514 -1.069 -1.428
H 0.998 -1.470 -3.181
H -3.371 0.317 -2.906
H -2.229 -0.946 -2.373
H -1.967 0.740 -1.909
H -2.942 2.176 -7.027
H -1.669 2.568 -9.117
H 0.640 1.744 -9.337
H 1.699 0.516 -7.453
H 2.473 1.005 -0.017
H 2.892 -0.467 0.870
H 0.189 0.942 0.850
H 1.349 0.894 2.178
*
```

Summary:
HOMO-LUMO gap in Ha: 0.337
Structure (SMILES): CCCCCC[C@H]1CC[C@@H](C(=O)Nn2c(C)nc3ccccc3c2=O)CC1
Energy relative to the best compared isomer or geometry (same formula, charge and spin) in kJ/mol: 21.1

Here are the Mulliken charges for atoms 1 to 5, given in e: -1.359 -0.172 -0.878 -0.251 -0.596



# 2
Density functional theory data (ωB97M-V with the def2-TZVPD basis set) for a gas-phase ion, C4H7N2O (charge +1).

```
! RIJCOSX wB97M-V def2-TZVPD def2/J DEFGRID3
* xyz 1 1
C 0.041 -1.787 -0.076
C 1.043 -0.756 -0.106
N 2.445 -0.978 -0.079
O 2.961 0.237 0.023
C 2.060 1.161 0.039
N 0.876 0.579 -0.018
C -0.405 1.162 0.170
H -0.647 -1.670 0.680
H -0.544 -1.726 -0.985
H 0.527 -2.796 -0.002
H 2.409 2.094 0.373
H -0.963 0.552 -0.500
H -0.790 1.015 1.196
H -0.434 2.243 -0.087
*
```

Summary:
HOMO-LUMO gap in Ha: 0.407
Structure (SMILES): Cc1noc[n+]1C
Energy relative to the best compared isomer or geometry (same formula, charge and spin) in kJ/mol: 266.3

Here are the Mulliken charges for atoms 1 to 5, given in e: -1.341 0.747 -0.332 -0.032 0.121



# 3
Density functional theory data (ωB97M-V with the def2-TZVPD basis set) for 6 unconnected molecules or ions with the total composition C15H24BrF5N3O7.

```
! RIJCOSX wB97M-V def2-TZVPD def2/J DEFGRID3
* xyz 1 1
C -0.165 0.337 -4.699
C 0.556 0.039 -3.764
C 1.169 -0.121 -2.438
C 2.002 0.950 -1.798
Br 2.367 2.618 -2.669
C 2.468 0.570 -0.477
N 2.224 -0.582 0.204
C 2.760 -0.774 1.580
F 2.252 -1.964 2.051
F 4.119 -0.850 1.594
C 2.230 0.350 2.562
F 3.021 1.486 2.543
F 0.965 0.724 2.125
N 1.511 -1.550 -0.341
C 1.038 -1.304 -1.556
C 0.166 -2.482 -2.160
O 0.734 -3.226 -2.917
N -1.257 -2.576 -1.818
C -1.439 -3.819 -1.067
O -1.784 -3.805 0.074
F -1.174 -5.044 -1.649
H -0.862 0.680 -5.488
H 3.108 1.324 0.056
H 2.133 0.028 3.645
H -1.760 -2.677 -2.716
C -1.369 3.916 -5.719
O -0.419 3.103 -5.034
H -1.481 3.540 -6.735
H -2.334 3.873 -5.210
H -1.017 4.949 -5.755
H -0.337 3.454 -4.137
C -2.693 2.500 -2.636
O -1.503 2.913 -1.970
H -2.465 1.627 -3.247
H -3.457 2.236 -1.902
H -3.059 3.303 -3.279
H -1.729 3.684 -1.437
C 2.266 -2.756 5.621
O 1.642 -1.724 4.858
H 2.542 -2.353 6.593
H 1.571 -3.586 5.759
H 3.164 -3.107 5.108
H 1.408 -2.106 4.006
C -4.633 -0.912 -1.484
O -3.652 -0.662 -0.487
H -5.213 -0.003 -1.638
H -4.147 -1.193 -2.424
H -5.300 -1.713 -1.158
H -3.152 -1.478 -0.367
C 1.665 0.543 7.262
O 1.040 1.572 6.505
H 1.943 0.944 8.235
H 0.969 -0.288 7.399
H 2.564 0.197 6.743
H 0.803 1.193 5.652
*
```

Summary:
HOMO-LUMO gap in Ha: 0.226

Here are the Mulliken charges for atoms 1 to 5, given in e: -0.054 -0.792 1.265 -0.701 -0.031



# 4
Density functional theory data (ωB97M-V with the def2-TZVPD basis set) for a single C7H11Cl6O5P molecule.

```
! RIJCOSX wB97M-V def2-TZVPD def2/J DEFGRID3
* xyz 0 1
O 2.003 0.433 3.250
P 1.732 1.629 2.434
O 1.270 2.666 3.468
O 3.052 2.084 1.754
C 0.439 1.429 1.143
C 0.403 2.792 0.416
O -0.834 2.926 -0.261
C 0.739 0.185 0.278
O 2.143 0.181 -0.017
C 0.388 -1.156 0.993
C -0.995 -1.360 1.622
Cl -2.378 -0.839 0.696
Cl -1.093 -0.525 3.226
Cl -1.087 -3.124 1.925
C 0.103 0.301 -1.149
C 0.269 -0.824 -2.195
Cl 1.924 -1.596 -2.132
Cl -0.936 -2.191 -1.992
Cl -0.018 -0.081 -3.809
H 1.734 2.269 4.219
H 3.199 1.327 1.139
H -0.503 1.361 1.618
H 0.536 3.627 1.110
H 1.207 2.846 -0.283
H -0.992 3.861 -0.475
H 2.363 -0.649 -0.461
H 0.458 -1.943 0.239
H 1.144 -1.426 1.776
H -0.992 0.509 -1.059
H 0.599 1.163 -1.597
*
```

Summary:
HOMO-LUMO gap in Ha: 0.382
Structure (SMILES): O=P(O)(O)[C@@H](CO)C(O)(CC(Cl)(Cl)Cl)CC(Cl)(Cl)Cl
Energy relative to the best compared isomer or geometry (same formula, charge and spin) in kJ/mol: 0.0

Here are the Mulliken charges for atoms 1 to 5, given in e: -0.757 0.910 -0.531 -0.542 0.121



# 5
Density functional theory data (ωB97M-V with the def2-TZVPD basis set) for 2 unconnected molecules or ions with the total composition C8H14NO10P.

```
! RIJCOSX wB97M-V def2-TZVPD def2/J DEFGRID3
* xyz 0 1
O 4.855 2.076 1.954
C 4.518 1.995 0.638
O 5.654 1.899 -0.306
C 2.935 1.948 0.118
C 2.292 0.550 0.682
C 0.840 0.703 1.429
C -0.446 0.828 0.385
P -1.403 2.489 0.368
O -2.179 2.726 -1.025
O -0.326 3.872 0.650
O -2.609 2.588 1.665
C -1.632 -0.216 0.935
O -1.599 -1.416 0.038
C -0.618 -1.079 -1.008
O -0.193 -2.078 -1.787
O -0.275 0.370 -1.005
H 6.197 2.741 -0.325
H 2.977 1.853 -1.062
H 2.416 2.926 0.498
H 2.226 -0.253 -0.183
H 3.059 0.119 1.472
H 0.775 1.630 2.165
H 0.637 -0.291 2.050
H -0.900 4.652 0.338
H -3.471 2.376 1.176
H -2.757 0.142 0.760
H -1.579 -0.416 2.105
C -2.331 -4.225 -1.990
N -3.330 -5.256 -1.599
O -3.184 -6.392 -2.065
O -4.233 -4.895 -0.835
H -1.599 -4.679 -2.661
H -2.869 -3.420 -2.495
H -1.849 -3.870 -1.077
*
```

Summary:
HOMO-LUMO gap in Ha: 0.383
Structure (SMILES): O=C(O)CCC[C@]1(P(=O)(O)O)COC(=O)O1.C[N+](=O)[O-]

Here are the Mulliken charges for atoms 1 to 5, given in e: -0.509 0.284 -0.462 -0.184 -0.642



# 6
Density functional theory data (ωB97M-V with the def2-TZVPD basis set) for 2 unconnected molecules or ions with the total composition CH3FO3.

```
! RIJCOSX wB97M-V def2-TZVPD def2/J DEFGRID3
* xyz 0 1
C -0.256 -0.280 -0.292
O -0.772 0.866 -0.065
O 0.475 -0.509 -1.425
O -0.581 -1.300 0.400
F 1.256 0.518 1.106
H -0.217 1.218 0.680
H 0.858 0.342 -1.672
H -0.765 -0.855 1.267
*
```

Summary:
HOMO-LUMO gap in Ha: 0.400
Energy relative to the best compared isomer or geometry (same formula, charge and spin) in kJ/mol: 197.1

Here are the Mulliken charges for atoms 1 to 5, given in e: 0.775 -0.486 -0.391 -0.344 -0.789



Number 1: LUMO level 0.525 eV. Number 2: LUMO level -4.635 eV. Number 3: LUMO level -5.931 eV. Number 4: LUMO level 0.103 eV. Number 5: LUMO level -0.357 eV. Number 6: LUMO level 0.192 eV.